[1]
DFT (ωB97M-V/def2-TZVPD) results for 2 unconnected molecules or ions with the total composition C31H35FI2N2O3S2 in a non-equilibrium geometry.

The geometry in XYZ format:
```
76
Properties=species:S:1:pos:R:3:forces:R:3
C -3.81008 -1.64108 2.72166 -0.40 -0.38 0.65
C -3.02057 -2.68324 1.83349 -0.31 0.43 0.48
C -2.03528 -1.99891 0.75422 -1.08 -2.29 -0.07
N -1.83351 -0.55802 0.98315 0.91 1.83 0.14
C -0.75956 -0.13629 1.79256 0.27 2.65 0.42
C 0.28408 -1.10386 2.44068 -0.33 0.33 -0.29
C -0.29594 -2.06878 3.56291 1.08 -0.77 0.02
C 0.12558 -3.56495 3.18601 -0.66 0.79 -0.39
I 2.19494 -3.81658 3.84559 -0.77 -0.21 -0.28
C -0.54527 1.30749 2.04960 -1.64 -0.48 -1.11
C -1.42392 2.34014 1.47737 -0.89 -2.50 -0.57
C -1.16174 3.85472 1.74009 0.05 -0.28 -0.80
C -1.84850 4.41512 3.02629 0.67 0.42 0.88
O -1.22172 4.71584 3.98742 -0.52 -0.30 -0.67
F -3.22803 4.63150 3.08516 1.42 -0.69 -1.04
C -2.55572 1.83387 0.63218 2.31 -1.42 1.51
I -3.87904 3.32234 -0.16944 0.51 -0.97 0.39
C -2.70273 0.37575 0.40104 -0.41 1.86 -0.07
C -3.90539 -0.03474 -0.54457 0.43 0.76 0.79
C -3.64600 0.44444 -2.03201 -0.54 -0.55 -0.43
C -3.19872 -0.68614 -3.03445 0.01 1.24 -1.05
S -1.56835 -1.45966 -2.68999 0.75 0.15 0.38
C -0.21588 -0.38226 -3.29682 -0.79 0.82 -0.63
S -0.49694 0.71231 -4.50004 0.20 -0.67 1.14
N 1.05169 -0.58779 -2.61915 -0.04 0.21 -1.40
C 1.89244 -1.56612 -3.29901 1.82 -3.08 -0.57
C 2.15261 -1.62636 -4.74288 1.21 -1.62 1.39
C 3.06491 -2.68403 -5.25574 -0.08 -0.36 1.84
C 3.69682 -3.69167 -4.37960 -1.35 1.78 1.29
C 3.42738 -3.63924 -2.93032 -1.30 2.09 -1.36
C 2.53467 -2.58949 -2.42865 0.23 0.01 -1.56
C 1.75207 0.65126 -2.31173 1.07 3.14 1.41
C 3.06057 1.04824 -2.83412 -0.94 1.21 1.31
C 3.68180 2.32903 -2.39477 -1.65 0.00 1.22
C 3.03541 3.22712 -1.42588 -1.70 -2.72 -1.02
C 1.69688 2.81801 -0.91890 1.03 -1.06 -1.52
C 1.07948 1.56834 -1.34611 1.92 0.50 -0.85
H -4.24271 -2.17561 3.62378 0.49 0.49 -1.07
H -3.16172 -0.82345 3.15676 -0.72 -0.79 -0.69
H -4.70731 -1.20232 2.18853 1.20 -0.29 0.45
H -2.44175 -3.37392 2.50830 -0.52 0.76 -0.77
H -3.79970 -3.32618 1.32471 1.04 0.71 0.28
H -1.06888 -2.58256 0.74478 -0.88 1.19 0.05
H -2.50897 -2.22343 -0.24345 0.85 0.89 1.02
H 1.11007 -0.49434 2.90865 -1.05 -0.29 -0.80
H 0.78254 -1.66960 1.59437 -0.58 0.42 0.98
H -1.39071 -1.95192 3.76651 0.99 -0.17 -0.44
H 0.24328 -1.84290 4.53047 -0.83 -0.04 -1.04
H -0.56038 -4.34495 3.60474 0.96 0.64 -0.11
H 0.16527 -3.67927 2.06439 -0.05 -0.04 1.28
H 0.33577 1.64279 2.67177 -0.77 -0.49 -0.94
H -1.44359 4.47827 0.83748 0.00 -0.83 1.04
H -0.03789 3.98172 1.83713 -1.25 -0.21 0.41
H -4.78454 0.56601 -0.15608 1.00 -0.73 -0.33
H -4.20567 -1.10973 -0.44522 0.47 0.96 -0.27
H -2.92901 1.30991 -2.08459 -0.57 -1.03 0.14
H -4.63462 0.84659 -2.41786 1.11 -0.47 0.34
H -3.94167 -1.52246 -3.13163 0.77 0.67 0.34
H -3.13408 -0.19489 -4.05439 0.00 -0.66 1.05
H 1.70552 -0.87569 -5.43767 0.46 -0.82 0.72
H 3.32602 -2.76156 -6.34645 -0.53 0.35 1.26
H 4.40407 -4.47258 -4.76383 -0.91 0.99 0.20
H 3.86998 -4.33332 -2.17137 -0.39 0.63 -1.09
H 2.32784 -2.55074 -1.32436 0.20 0.10 -1.31
H 3.60663 0.39620 -3.55563 -0.56 0.66 0.75
H 4.69287 2.64768 -2.77191 -1.23 -0.67 0.27
H 3.47554 4.17676 -1.04862 -0.27 -1.06 -0.39
H 1.17124 3.49633 -0.20057 0.69 -0.92 -0.73
H 0.07590 1.27502 -0.94806 0.97 0.26 -0.37
C 4.16826 2.59236 3.22485 0.29 -0.04 0.17
C 3.21334 3.09936 2.14305 0.66 0.33 0.24
O 3.55515 4.14725 1.55989 -0.63 -0.25 -0.20
O 2.18054 2.39209 1.96402 -0.70 0.06 0.00
H 5.03465 3.24696 3.32656 -0.08 0.00 -0.05
H 3.65072 2.55030 4.18648 -0.02 -0.12 -0.05
H 4.51956 1.58952 2.96921 -0.11 -0.03 0.08
```
Positions in Å, forces in eV/Å.

Properties
Charge: 0
E_LUMO (hartree): -0.0569
DFT total energy (eV): -82420.510

Charges obtained by Löwdin population analysis, quoted in units of e:
1. C -0.112
2. C -0.183
3. C -0.134
4. N 0.014
5. C -0.086
6. C -0.129
7. C -0.284
8. C -0.637
9. I 0.759
10. C 0.085
11. C -0.169
12. C -0.083
13. C -0.390
14. O 0.172
15. F 0.025
16. C -0.472
17. I 1.049
18. C -0.162
19. C -0.171
20. C -0.279
21. C -0.481
22. S 0.864
23. C -1.005
24. S 0.719
25. N -0.141
26. C -0.239
27. C -0.016
28. C -0.065
29. C -0.081
30. C -0.075
31. C -0.007
32. C -0.234
33. C -0.012
34. C -0.059
35. C -0.050
36. C -0.058
37. C -0.020
38. H 0.089
39. H 0.074
40. H 0.080
41. H 0.081
42. H 0.116
43. H 0.119
44. H 0.074
45. H 0.130
46. H 0.122
47. H 0.085
48. H 0.082
49. H 0.053
50. H 0.029
51. H 0.116
52. H 0.093
53. H 0.136
54. H 0.083
55. H 0.111
56. H 0.071
57. H 0.117
58. H 0.086
59. H 0.059
60. H 0.085
61. H 0.097
62. H 0.096
63. H 0.098
64. H 0.105
65. H 0.097
66. H 0.097
67. H 0.096
68. H 0.085
69. H 0.084
70. C -0.046
71. C -0.755
72. O -0.060
73. O -0.120
74. H 0.061
75. H 0.061
76. H 0.062

[2]
DFT (ωB97M-V/def2-TZVPD) results for a molecular structure, C35H28GeMgN6O6S2 in a non-equilibrium geometry.

The geometry in XYZ format:
```
79
Properties=species:S:1:pos:R:3:forces:R:3
Mg 2.17766 0.65110 0.12236 -0.84 1.39 0.05
N 6.43795 0.37300 -0.13944 1.20 -1.00 -0.43
C 7.09750 1.63428 -0.23756 -0.24 -0.39 0.29
C 8.50690 1.78374 -0.08985 -2.38 0.36 -0.32
C 8.98404 3.08574 -0.10893 0.44 0.04 0.28
C 8.18382 4.20661 -0.26145 -0.76 -0.41 0.05
C 6.80199 4.02827 -0.44688 1.58 -0.84 0.14
C 6.26020 2.76062 -0.44124 1.04 -0.09 -0.20
S 4.54348 2.65073 -0.77316 0.74 0.12 -0.02
N 4.26189 1.22185 0.02421 -0.20 -2.10 -0.19
C 5.08654 0.20174 0.05837 0.16 1.88 0.58
C 4.52714 -1.12139 0.47402 1.13 0.13 -0.25
C 5.28230 -2.28286 0.72674 0.20 3.07 0.07
C 4.56387 -3.42636 0.95900 -1.21 -1.39 -0.10
C 3.20455 -3.41114 0.88309 0.69 -0.22 0.87
C 2.50423 -2.11842 0.98539 -2.11 -0.89 0.16
N 3.21731 -1.03405 0.46344 -0.12 -1.08 -0.05
H 7.03014 -0.47082 -0.02702 -0.78 1.04 -0.13
H 9.19237 0.95603 0.03613 -0.23 -0.13 0.06
H 10.03511 3.17381 0.08818 0.43 0.39 -0.08
H 8.59050 5.19946 -0.16568 0.17 0.12 -0.19
H 6.13465 4.81957 -0.64555 -0.50 1.09 0.05
H 6.34923 -2.27020 0.81641 0.42 0.12 -0.03
H 5.12788 -4.32574 1.14405 -0.10 -0.49 -0.25
H 2.63618 -4.32933 0.85430 -0.12 0.02 0.21
H 1.52050 -2.25858 0.52350 0.01 0.47 -0.43
O -1.14139 0.40293 -0.81856 1.15 0.47 -0.30
C -0.19865 -0.22202 -1.38488 0.33 0.74 0.86
O 1.01798 0.19971 -1.40804 -1.58 -1.34 -0.29
C -0.67615 -1.52366 -2.03292 1.12 -0.57 -0.80
C -1.66591 -2.17090 -1.12347 -0.48 1.74 2.06
Ge -2.91676 -0.71014 -0.35039 -0.11 -1.00 -1.64
C -3.99950 -2.18963 0.43697 -1.21 0.35 0.32
C -3.42194 -3.15554 1.23343 -0.88 -1.08 1.11
C -4.26673 -4.16775 1.78279 0.91 -0.16 0.40
C -5.62557 -4.30766 1.49126 0.98 0.72 -0.83
C -6.18095 -3.39208 0.56836 0.87 0.09 1.59
C -5.38535 -2.29135 0.21994 -0.65 -0.52 -0.88
C -3.82257 -0.34903 -2.15070 0.36 0.12 2.54
C -3.82439 0.92560 -2.68400 -0.10 1.03 0.83
C -4.60820 1.18416 -3.80236 0.67 0.56 -0.71
C -5.20225 0.14487 -4.50856 0.21 -0.62 1.07
C -5.09763 -1.15631 -3.99727 0.25 0.94 0.28
C -4.51083 -1.37367 -2.75448 0.42 -0.57 -1.44
C -3.31843 0.78724 0.86285 -1.31 -0.05 1.06
C -4.51417 1.53678 0.76474 0.68 -0.22 -2.14
C -4.62819 2.82805 1.25324 -0.44 0.25 0.64
C -3.63454 3.28743 2.08831 1.61 -0.50 2.26
C -2.59198 2.39149 2.53038 -1.62 -0.62 -1.26
C -2.51739 1.10188 1.95804 1.97 0.03 0.30
H 0.12741 -2.26916 -2.21876 0.04 0.91 -0.18
H -1.07040 -1.17280 -3.00427 -0.16 -0.43 0.22
H -1.15857 -2.54117 -0.23082 0.15 -0.38 -0.16
H -2.41243 -2.87235 -1.43101 0.02 -0.55 -0.78
H -2.37486 -3.08039 1.57001 -0.51 -0.19 -0.35
H -3.81200 -4.88596 2.48677 -0.24 0.40 -0.30
H -6.18664 -5.08465 1.99368 -0.15 -0.09 -0.26
H -7.22578 -3.49210 0.30845 -0.08 0.31 -0.15
H -5.87535 -1.49855 -0.33843 0.06 -0.02 -0.14
H -3.29005 1.73411 -2.09995 -0.64 -0.87 -1.02
H -4.61974 2.18804 -4.23515 -0.19 -0.17 0.24
H -5.77052 0.34333 -5.38906 -0.14 0.07 -0.64
H -5.36244 -2.00332 -4.57416 -0.77 -0.65 -0.53
H -4.43548 -2.40529 -2.40409 -0.14 0.34 0.18
H -5.28681 1.22326 0.06706 0.07 -0.16 -0.13
H -5.50418 3.46131 1.00712 0.58 -0.54 0.21
H -3.66132 4.24123 2.63805 -0.07 -0.28 -0.88
H -1.84096 2.66775 3.25165 -0.14 0.31 0.17
H -1.72612 0.32007 2.26875 -1.24 1.87 -0.51
N -1.31568 5.19604 2.20255 0.85 -0.23 -0.79
C -0.58157 4.86714 1.35005 -1.14 0.82 1.53
N 0.22932 4.68746 0.35440 0.34 0.03 -0.63
C 0.93193 3.63296 0.16497 0.56 -0.79 -0.42
N 1.62949 2.74445 -0.14919 -0.18 0.24 0.50
O -0.40536 -1.08352 2.18238 2.23 0.18 0.37
S 0.91279 -0.62315 2.68058 0.65 -1.96 2.53
O 2.06141 -1.85671 2.41547 -0.56 1.12 -0.42
O 1.41708 0.57732 1.99802 -0.11 -0.15 -0.87
O 1.08036 -0.49344 4.13782 -0.89 -0.17 -1.96
```
Positions in Å, forces in eV/Å.

Properties
Charge: -2
E_LUMO (hartree): 0.1334
DFT total energy (eV): -141609.776

Charges obtained by Löwdin population analysis, quoted in units of e:
1. Mg 0.558
2. N 0.119
3. C -0.190
4. C -0.026
5. C -0.131
6. C -0.093
7. C -0.112
8. C -0.453
9. S 1.011
10. N -0.308
11. C -0.276
12. C -0.233
13. C -0.084
14. C -0.141
15. C -0.028
16. C -0.380
17. N 0.031
18. H 0.144
19. H 0.101
20. H 0.087
21. H 0.091
22. H 0.085
23. H 0.071
24. H 0.092
25. H 0.094
26. H 0.128
27. O -0.068
28. C -0.543
29. O -0.079
30. C -0.169
31. C -0.232
32. Ge 0.988
33. C -0.279
34. C -0.101
35. C -0.108
36. C -0.128
37. C -0.101
38. C -0.124
39. C -0.245
40. C -0.103
41. C -0.111
42. C -0.114
43. C -0.100
44. C -0.129
45. C -0.249
46. C -0.133
47. C -0.136
48. C -0.129
49. C -0.076
50. C -0.091
51. H 0.112
52. H 0.120
53. H 0.053
54. H 0.045
55. H 0.101
56. H 0.090
57. H 0.078
58. H 0.080
59. H 0.087
60. H 0.128
61. H 0.094
62. H 0.076
63. H 0.076
64. H 0.099
65. H 0.085
66. H 0.097
67. H 0.075
68. H 0.084
69. H 0.092
70. N 0.080
71. C -0.414
72. N 0.056
73. C -0.330
74. N 0.077
75. O -0.346
76. S 0.517
77. O -0.221
78. O -0.347
79. O -0.333